Entry 1:
C14H26O8S4Tl | ωB97M-V/def2-TZVPD

Geometry (Å):
Tl (1.672, -1.723, 0.334)
C (2.610, 1.608, 4.077)
C (2.616, 0.916, 2.804)
C (2.179, 1.706, 1.588)
O (2.184, 1.208, 0.484)
C (1.646, 3.069, 1.785)
C (1.592, 3.653, 3.077)
C (2.205, 2.924, 4.241)
O (2.250, 3.425, 5.364)
O (0.908, 4.647, 3.248)
O (2.739, -0.286, 2.765)
H (3.029, 1.137, 4.959)
H (1.263, 3.563, 0.903)
C (-2.820, -1.738, -1.813)
S (-2.290, -3.027, -0.669)
O (-0.962, -2.550, -0.154)
C (-3.480, -2.608, 0.655)
H (-2.304, -1.925, -2.753)
H (-2.614, -0.768, -1.368)
H (-3.888, -1.778, -2.045)
H (-3.320, -3.177, 1.568)
H (-4.504, -2.692, 0.298)
H (-3.233, -1.579, 0.929)
C (1.369, 1.613, -2.562)
S (-0.236, 0.884, -2.120)
O (-0.160, 0.271, -0.738)
C (-1.069, 2.472, -1.842)
H (2.082, 0.836, -2.819)
H (1.766, 2.249, -1.772)
H (1.218, 2.315, -3.386)
H (-2.098, 2.330, -1.520)
H (-1.081, 3.042, -2.773)
H (-0.527, 3.017, -1.071)
C (2.100, -1.822, -4.592)
S (1.588, -3.006, -3.286)
O (0.749, -2.180, -2.346)
C (0.414, -3.891, -4.364)
H (2.781, -1.081, -4.183)
H (1.181, -1.320, -4.898)
H (2.529, -2.379, -5.423)
H (-0.457, -3.277, -4.602)
H (0.092, -4.803, -3.862)
H (0.812, -4.202, -5.333)
C (-1.516, 1.306, 2.304)
S (-1.399, -0.357, 2.950)
O (-0.295, -1.139, 2.269)
C (-0.739, 0.011, 4.591)
H (-1.919, 1.980, 3.060)
H (-2.250, 1.280, 1.497)
H (-0.606, 1.691, 1.847)
H (-1.439, 0.535, 5.240)
H (0.172, 0.575, 4.405)
H (-0.539, -0.955, 5.051)

## Properties
Total charge: +1
ΔE to the lowest compared entry with this formula, charge and spin, eV: 0.743

Here are the Löwdin charges for atoms 1 to 2, given in e:
1. Tl 1.0783
2. C 0.2019

Entry 2:
C32H37N5PRuS2 | ωB97M-V/def2-TZVPD

Geometry (Å):
Ru (0.822, -0.083, -0.339)
C (1.755, -3.220, -2.572)
C (1.772, -3.792, -1.142)
C (0.468, -4.521, -0.831)
C (2.115, -2.702, -0.157)
C (3.379, -2.103, -0.205)
C (3.775, -1.181, 0.744)
C (2.930, -0.806, 1.794)
C (3.457, 0.029, 2.919)
C (1.628, -1.330, 1.811)
C (1.227, -2.275, 0.851)
H (1.337, -3.955, -3.260)
H (2.757, -2.971, -2.916)
H (1.154, -2.308, -2.606)
H (2.582, -4.527, -1.097)
H (-0.395, -3.857, -0.931)
H (0.481, -4.949, 0.173)
H (0.336, -5.344, -1.531)
H (4.078, -2.394, -0.979)
H (4.777, -0.773, 0.710)
H (4.041, -0.607, 3.590)
H (2.652, 0.473, 3.499)
H (4.128, 0.806, 2.552)
H (0.970, -1.103, 2.643)
H (0.280, -2.775, 0.991)
N (-2.170, 0.383, -1.693)
P (-1.416, -0.977, -1.015)
C (-2.317, -2.319, -1.823)
C (-1.784, -2.926, -2.960)
C (-2.491, -3.934, -3.593)
C (-3.728, -4.327, -3.101)
C (-4.269, -3.705, -1.983)
C (-3.568, -2.702, -1.335)
C (-1.972, -0.984, 0.720)
C (-2.061, -2.185, 1.431)
C (-2.330, -2.164, 2.788)
C (-2.495, -0.949, 3.444)
C (-2.396, 0.245, 2.745)
C (-2.133, 0.231, 1.385)
C (-1.512, 1.568, -1.918)
C (-2.096, 2.603, -2.655)
C (-1.366, 3.748, -2.883)
C (-0.070, 3.851, -2.377)
C (0.424, 2.805, -1.638)
N (-0.288, 1.692, -1.399)
H (-3.040, 0.247, -2.187)
H (-0.821, -2.616, -3.347)
H (-2.078, -4.415, -4.469)
H (-4.274, -5.123, -3.588)
H (-5.241, -3.999, -1.611)
H (-3.986, -2.224, -0.459)
H (-1.932, -3.133, 0.921)
H (-2.409, -3.091, 3.339)
H (-2.698, -0.935, 4.506)
H (-2.512, 1.186, 3.267)
H (-2.078, 1.153, 0.823)
H (-3.101, 2.491, -3.040)
H (-1.791, 4.554, -3.466)
H (0.538, 4.723, -2.566)
H (1.422, 2.829, -1.220)
S (4.045, 1.463, -3.414)
C (2.973, 0.742, -2.499)
N (2.185, 0.183, -1.815)
S (0.965, 1.706, 1.486)
C (0.916, 3.412, 1.760)
N (-0.196, 4.111, 1.576)
C (-0.335, 5.512, 1.986)
C (0.616, 5.786, 3.140)
C (2.025, 5.376, 2.744)
N (1.999, 3.997, 2.246)
H (-1.005, 3.613, 1.248)
H (-1.366, 5.680, 2.288)
H (-0.115, 6.165, 1.138)
H (0.303, 5.207, 4.011)
H (0.591, 6.840, 3.407)
H (2.692, 5.415, 3.604)
H (2.426, 6.037, 1.974)
H (2.814, 3.419, 2.368)

## Properties
2S+1: 2
Total charge: +2
ΔE to the lowest compared entry with this formula, charge and spin, eV: 2.667

Here are the Löwdin charges for atoms 1 to 2, given in e:
1. Ru 1.0084
2. C -0.0567

Entry 3:
C3H7NO3 | ωB97M-V/def2-TZVPD

Geometry (Å):
C (0.905, 0.247, 0.055)
C (-0.065, -0.746, 0.644)
C (0.205, 1.555, 0.169)
N (-1.030, -0.004, 1.221)
O (-1.137, 1.225, 0.531)
O (-1.042, -1.345, -2.098)
O (-0.032, -1.848, -1.200)
H (1.711, 0.178, 0.732)
H (1.237, 0.009, -0.872)
H (0.387, -1.560, 1.213)
H (-0.693, -0.466, -2.349)
H (0.593, 2.288, 0.870)
H (0.004, 2.057, -0.812)
H (-1.982, -0.295, 1.368)

## Properties
ΔE to the lowest compared entry with this formula, charge and spin, eV: 8.524

Here are the Löwdin charges for atoms 1 to 2, given in e:
1. C -0.1278
2. C -0.0558

Entry 4:
C2Br2F2O | ωB97M-V/def2-TZVPD

Geometry (Å):
C (0.463, 0.526, 0.442)
C (-0.404, -0.465, -0.247)
O (0.371, 1.554, 0.959)
F (0.042, -1.705, -0.229)
F (-0.590, -0.096, -1.512)
Br (3.185, -0.378, 0.332)
Br (-2.191, -0.447, 0.679)

## Properties
ΔE to the lowest compared entry with this formula, charge and spin, eV: 1.992

Here are the Löwdin charges for atoms 1 to 2, given in e:
1. C -0.2315
2. C -0.9036

Entry 5:
C2H2N2O | ωB97M-V/def2-TZVPD

Geometry (Å):
C (1.009, -0.210, -0.140)
N (0.669, 1.028, -0.290)
N (-0.755, 1.089, -0.336)
C (-1.156, -0.025, 0.079)
O (0.053, -1.105, -0.001)
H (2.076, -0.420, -0.118)
H (-1.897, -0.356, 0.807)

## Properties
ΔE to the lowest compared entry with this formula, charge and spin, eV: 2.295
SMILES: c1nnco1

Here are the Löwdin charges for atoms 1 to 2, given in e:
1. C -0.2928
2. N 0.0331

Entry 6:
C25H74BN5O5 | ωB97M-V/def2-TZVPD

Geometry (Å):
B (0.077, -0.276, 0.568)
H (0.152, 0.744, 0.033)
H (0.942, -0.989, 0.280)
H (0.002, -0.139, 1.712)
H (-0.881, -0.840, 0.253)
C (1.069, 3.424, 1.959)
N (-0.119, 4.174, 1.470)
C (-1.305, 3.794, 2.291)
C (0.100, 5.641, 1.724)
C (-0.343, 3.964, -0.026)
C (-1.353, 4.896, -0.674)
O (-2.690, 4.634, -0.280)
H (1.904, 3.681, 1.298)
H (1.086, 2.343, 1.824)
H (1.382, 3.820, 2.921)
H (-2.180, 4.414, 2.110)
H (-1.074, 3.787, 3.355)
H (-1.619, 2.763, 2.110)
H (-0.569, 6.321, 1.212)
H (1.156, 5.841, 1.539)
H (0.017, 5.811, 2.799)
H (-0.698, 2.934, 0.011)
H (0.588, 4.024, -0.585)
H (-1.361, 4.725, -1.761)
H (-1.088, 5.959, -0.702)
H (-3.245, 4.794, -1.048)
C (6.086, 0.329, -0.777)
N (4.771, -0.232, -1.294)
C (5.014, -0.787, -2.697)
C (4.498, -1.479, -0.532)
C (3.707, 0.831, -1.350)
C (3.365, 1.449, -0.015)
O (2.947, 0.564, 0.986)
H (6.176, 1.352, -1.135)
H (6.951, -0.284, -1.001)
H (5.922, 0.412, 0.297)
H (4.248, -1.507, -2.964)
H (6.006, -1.223, -2.656)
H (5.000, 0.053, -3.390)
H (5.264, -2.227, -0.727)
H (3.509, -1.889, -0.732)
H (4.499, -1.374, 0.554)
H (2.851, 0.345, -1.830)
H (4.032, 1.566, -2.087)
H (2.626, 2.240, -0.188)
H (4.221, 2.069, 0.264)
H (2.047, 0.182, 0.811)
C (-2.566, -1.132, 2.848)
N (-2.460, -0.898, 4.335)
C (-3.361, -1.863, 5.078)
C (-1.013, -1.293, 4.668)
C (-2.682, 0.525, 4.779)
C (-3.815, 1.231, 4.016)
O (-5.019, 0.566, 4.321)
H (-2.007, -0.351, 2.343)
H (-3.602, -1.176, 2.517)
H (-2.099, -2.092, 2.642)
H (-4.344, -1.401, 5.002)
H (-3.042, -1.959, 6.111)
H (-3.393, -2.803, 4.535)
H (-0.848, -1.081, 5.719)
H (-0.356, -0.800, 3.952)
H (-0.855, -2.350, 4.457)
H (-1.722, 1.020, 4.624)
H (-2.849, 0.529, 5.854)
H (-3.624, 1.253, 2.940)
H (-3.832, 2.261, 4.383)
H (-5.686, 0.762, 3.652)
C (0.849, -3.880, 1.564)
N (0.257, -4.552, 0.340)
C (-0.471, -5.763, 0.846)
C (-0.629, -3.602, -0.420)
C (1.451, -4.899, -0.545)
C (1.035, -5.497, -1.892)
O (0.122, -6.579, -1.765)
H (1.435, -4.676, 2.026)
H (0.144, -3.682, 2.372)
H (1.405, -2.986, 1.307)
H (0.141, -6.510, 1.347)
H (-1.003, -6.291, 0.059)
H (-1.186, -5.359, 1.562)
H (-0.017, -2.785, -0.786)
H (-1.350, -3.266, 0.321)
H (-1.120, -4.126, -1.235)
H (2.132, -5.556, 0.000)
H (2.059, -3.995, -0.578)
H (1.870, -5.905, -2.465)
H (0.601, -4.697, -2.502)
H (0.110, -7.025, -2.620)
C (-1.881, 1.199, -6.267)
N (-1.680, 1.313, -4.770)
C (-0.428, 2.116, -4.553)
C (-2.852, 2.107, -4.245)
C (-1.652, -0.105, -4.212)
C (-1.049, -0.252, -2.836)
O (-1.458, 0.701, -1.882)
H (-1.983, 2.200, -6.673)
H (-2.706, 0.528, -6.493)
H (-0.994, 0.710, -6.670)
H (0.386, 1.394, -4.579)
H (-0.375, 2.539, -3.550)
H (-0.414, 2.936, -5.264)
H (-2.607, 2.247, -3.189)
H (-3.756, 1.510, -4.291)
H (-2.917, 3.125, -4.621)
H (-1.099, -0.682, -4.949)
H (-2.708, -0.367, -4.169)
H (0.051, -0.279, -2.913)
H (-1.186, -1.285, -2.493)
H (-1.039, 0.397, -1.026)

## Properties
Total charge: +4
ΔE to the lowest compared entry with this formula, charge and spin, eV: 0.000

Here are the Löwdin charges for atoms 1 to 2, given in e:
1. B -0.4001
2. H -0.0196